{
  "formula": "C5H12N4",
  "method": "ωB97M-V/def2-TZVPD",
  "e_above_lowest_kcal_mol": 85.7,
  "homo_energy_ha": -0.2966,
  "gap_ev": 8.82,
  "e_tot_ha": -416.60893,
  "charge": 0,
  "smiles": "[H]/N=C(C)\\C=N\\[H].C/N=C/N",
  "species": ["C", "N", "C", "N", "H", "H", "H", "H", "H", "H", "C", "C", "C", "N", "N", "H", "H", "H", "H", "H", "H"],
  "positions_angstrom": [[1.98466, -0.51921, 0.73899], [-0.31857, 2.00814, 1.76001], [0.17425, 0.77650, 1.48814], [1.12780, 0.63162, 0.60140], [0.09330, 2.77346, 1.23905], [-0.98013, 2.09889, 2.51492], [-0.17861, -0.03395, 2.13227], [3.03134, -0.23617, 0.62327], [1.84528, -1.28799, -0.02455], [1.86397, -1.04409, 1.69362], [-0.47879, -2.04306, -1.18585], [-1.17599, -0.73536, -1.00012], [-0.24325, 0.66092, -1.06144], [-2.42263, -0.66947, -1.16425], [-0.94372, 1.72532, -1.19402], [-2.77080, 0.27550, -0.96718], [-0.51363, 2.55620, -0.79588], [0.63340, 0.39626, -1.65879], [-0.62909, -2.55410, -2.13589], [0.61280, -2.00916, -1.19967], [-0.71159, -2.77024, -0.40403]],
  "atomic_forces_ev_per_a": [[0.07, -0.97, -0.25], [-0.01, -1.15, -0.44], [2.06, 0.50, -0.05], [-1.11, 0.60, 1.73], [-0.35, -0.02, 0.52], [-0.01, 0.41, -0.45], [-0.01, 0.05, 0.01], [-0.04, 0.29, 0.25], [-0.18, 0.25, -0.10], [0.04, 0.13, 0.07], [1.19, -1.03, 0.06], [0.92, 1.63, -1.49], [-2.60, -2.10, -2.54], [-0.20, -0.21, 1.15], [-0.15, -0.25, 2.47], [0.36, 0.22, -0.48], [0.43, 0.35, -1.44], [0.78, 0.33, 0.85], [-0.85, 0.26, -0.15], [-0.06, 0.56, 0.28], [-0.28, 0.16, 0.01]]
}